1.
This record from the OMol25 dataset describes C39H51Cl2MoN2O2P3 as an isolated structure in a non-equilibrium geometry. The level of theory is wB97M-V/def2-TZVPD.

* net charge: +2
* orbital gap (spin up / spin down): 6.977 / 5.123 eV
* multiplicity: 3
* HOMO energy (spin up / spin down): -12.436 / -12.438 eV
* E: -103096.79711 eV
* lowest unoccupied orbital energy (spin up / spin down): -5.4593 / -7.3143 eV

Each line ends with the Mulliken charge.
Atoms and positions in Å:
P1 1.51368 1.63788 -5.27385  0.25
C1 3.20627 1.69606 -4.82609  1.09
C2 3.86491 1.12815 -5.95961  -0.63
H1 3.29320 0.48332 -6.62134  0.43
C3 5.17779 1.49863 -6.19202  -0.77
H2 5.66691 1.11232 -7.07717  0.44
C4 5.81975 2.35422 -5.28286  -0.45
H3 6.83818 2.64061 -5.49495  0.42
C5 5.20143 2.82820 -4.11729  -0.58
H4 5.75031 3.48051 -3.42971  0.43
C6 3.88053 2.48195 -3.84156  -0.57
H5 3.34778 2.79485 -2.94327  0.45
C7 0.67063 0.07789 -5.55144  0.39
C8 1.18681 -1.22276 -5.27094  -0.09
H6 2.12222 -1.33218 -4.71534  0.79
C9 0.53308 -2.33357 -5.80321  -0.79
H7 0.91932 -3.34463 -5.61619  0.48
C10 -0.59586 -2.16373 -6.61446  -0.51
H8 -1.07993 -3.02976 -7.05860  0.48
C11 -1.12368 -0.88925 -6.86808  -0.82
H9 -1.98498 -0.74912 -7.52523  0.46
C12 -0.52895 0.22681 -6.30262  -0.80
H10 -0.90777 1.23096 -6.48767  0.44
C13 0.47084 3.04255 -4.91694  1.16
C14 0.68072 3.73454 -6.13895  -0.60
H11 1.44675 3.34941 -6.82129  0.49
C15 -0.12126 4.81725 -6.46021  -0.77
H12 0.00313 5.27059 -7.42743  0.46
C16 -1.08038 5.26140 -5.54175  -0.59
H13 -1.72235 6.09123 -5.82078  0.41
C17 -1.24264 4.63865 -4.29958  -0.65
H14 -1.98166 5.02129 -3.58790  0.48
C18 -0.48210 3.50868 -3.96497  -0.35
H15 -0.58846 3.06178 -2.97481  0.46
Mo1 -0.02446 0.01815 -0.01744  -2.66
C19 -1.71910 -1.06038 -0.63507  -0.31
C20 -2.30855 -0.89843 -1.85854  -0.05
H16 -2.16234 -1.68237 0.13170  0.71
C21 -1.64936 0.04902 -2.84688  2.22
O1 -2.60839 1.03775 -3.29838  -0.74
H17 -2.21663 1.65783 -3.96906  0.27
C22 -0.57713 0.54709 -1.97044  0.82
H18 -1.26513 -0.44188 -3.76476  -0.88
C23 0.13083 1.45572 -1.27420  -0.35
Cl1 -0.44770 -1.11833 2.17928  -0.40
Cl2 2.26244 0.79538 0.63856  -0.45
P2 1.38545 -1.99131 -0.48426  1.27
C24 2.42916 -2.38262 0.93831  -1.27
H19 1.79198 -2.63318 1.78927  0.35
H20 3.00453 -1.48920 1.19668  0.38
H21 3.09704 -3.21547 0.70799  0.48
C25 0.41488 -3.47332 -0.82455  -1.36
H22 -0.10646 -3.35651 -1.77976  0.19
H23 -0.33818 -3.60293 -0.04308  0.32
H24 1.06114 -4.35704 -0.85540  0.50
C26 2.55229 -1.92044 -1.86261  -0.92
H25 3.11486 -0.98100 -1.85043  0.39
H26 2.01283 -1.97015 -2.81008  -0.22
H27 3.26008 -2.75557 -1.81599  0.58
P3 -3.89539 -1.72872 -2.27278  1.51
C27 -4.31071 -2.74241 -0.86011  -1.33
C28 -3.56963 -2.73878 -3.71493  -1.23
H28 -4.34778 -2.11437 0.04252  0.45
H29 -3.56256 -3.53773 -0.73027  0.39
H30 -5.30148 -3.20006 -1.01683  0.42
H31 -3.10217 -2.14356 -4.50661  0.23
H32 -4.49841 -3.17124 -4.10197  0.48
H33 -2.89108 -3.55601 -3.44678  0.39
C29 -5.21306 -0.55550 -2.57454  -1.32
H34 -5.57482 -0.15187 -1.62773  0.43
H35 -6.06180 -1.02555 -3.08276  0.48
H36 -4.84962 0.26288 -3.19622  0.30
H37 0.78404 2.17212 -1.69642  0.55
C30 1.85937 2.60700 6.19221  -1.15
C31 0.58904 3.30957 5.78089  -0.52
N1 0.05463 2.83117 4.50906  0.34
C32 -0.34702 1.41133 4.48961  0.03
C33 -1.83434 1.13042 4.57990  -1.06
C34 -0.52174 3.81121 3.73116  -0.15
O2 -0.54889 4.99872 4.05261  -0.68
C35 -1.06427 3.38793 2.42358  0.29
C36 -2.16805 4.02735 1.83857  -0.33
C37 -2.65746 3.54024 0.62706  -1.23
C38 -2.13437 2.34975 0.12512  0.03
N2 -1.20406 1.65653 0.83715  0.74
C39 -0.46793 2.32716 1.76270  -0.54
H38 1.70106 1.55086 6.40186  0.37
H39 2.23478 3.08769 7.10055  0.40
H40 2.62118 2.70772 5.41563  0.28
H41 -0.17954 3.18656 6.56090  0.28
H42 0.77329 4.37976 5.66204  0.41
H43 0.05120 0.90654 3.59477  -0.28
H44 0.16484 0.95130 5.33460  0.27
H45 -2.35898 1.43540 3.67619  0.15
H46 -1.98654 0.05955 4.71518  0.38
H47 -2.25828 1.65179 5.44927  0.39
H48 -2.62077 4.86882 2.35102  0.56
H49 -3.47724 4.02370 0.10926  0.51
H50 -2.40648 1.96787 -0.87268  0.20
H51 0.56333 1.98462 1.93580  0.67

=====

2.
This record from the OMol25 dataset describes C39H51FeZr as an isolated structure in a non-equilibrium geometry. The level of theory is wB97M-V/def2-TZVPD.

* net charge: -1
* orbital gap: 3.767 eV
* multiplicity: 1
* HOMO energy: -1.733 eV
* E: -76922.02656 eV
* lowest unoccupied orbital energy: 2.0346 eV

Each line ends with the Mulliken charge.
Atoms and positions in Å:
C1 2.88527 -0.14153 -0.03208  -2.13
C2 2.39820 -1.38313 0.60301  1.55
C3 2.60964 -2.71673 0.08738  0.13
C4 3.26314 -3.19250 -1.17522  -1.84
C5 1.97123 -3.63499 0.93846  0.09
C6 2.00400 -5.11170 0.76759  -1.51
C7 1.46013 -2.88249 2.08446  1.68
C8 1.02745 -3.50279 3.29675  -1.08
C9 1.58604 -1.47306 1.77985  0.72
C10 1.13759 -0.38978 2.52069  -1.52
Zr1 0.15273 -2.10949 -0.14362  -0.71
C11 -0.49395 -0.04127 -0.32510  -0.12
C12 0.87011 -2.62262 -2.09026  -1.19
C13 -2.18955 -2.74335 -0.57887  0.19
C14 -2.61061 -2.25049 -1.90101  -2.10
C15 -1.54092 -3.98406 -0.31108  1.07
C16 -1.29535 -5.06923 -1.23410  -1.92
C17 -1.24184 -4.01900 1.10125  1.64
C18 -0.72061 -5.16943 1.80461  -2.14
C19 -1.61899 -2.72036 1.66522  1.08
C20 -1.54021 -2.44600 3.07951  -1.88
C21 -2.28226 -1.99318 0.64442  1.31
C22 -2.85516 -0.62657 0.78326  -1.97
H1 3.96750 -0.18107 -0.16693  0.47
H2 2.46773 0.04095 -1.03048  0.27
H3 2.67392 0.74177 0.56459  0.33
H4 4.18399 -3.74354 -1.12287  0.34
H5 2.78825 -4.00294 -1.63561  0.64
H6 3.41111 -2.30358 -1.79535  0.49
H7 2.58240 -5.61870 1.54848  0.49
H8 0.85993 -5.88224 1.39316  0.45
H9 2.12706 -5.51267 -0.25289  0.31
H10 1.47500 -3.74966 4.27743  0.18
H11 0.12063 -2.68596 3.72645  0.16
H12 -0.37071 -4.80702 2.83576  0.56
H13 1.65684 0.27926 3.14161  0.45
H14 0.75581 0.51429 1.90804  -0.36
H15 0.15849 -0.44550 3.10938  -0.03
H16 -1.42333 0.39652 -0.04487  0.17
H17 -0.20096 0.65881 0.48635  -0.61
H18 -0.33266 0.63132 -1.13394  0.86
H19 0.51465 -3.58436 -2.48155  0.05
H20 0.80073 -2.05349 -2.98698  0.65
H21 1.76837 -3.14944 -2.38935  0.34
H22 -3.69343 -2.14615 -1.96189  0.38
H23 -2.19597 -1.26892 -2.15942  0.26
H24 -2.31781 -2.92486 -2.70224  0.37
H25 -2.04130 -5.22803 -1.99810  0.48
H26 -0.52179 -4.80466 -2.03154  0.00
H27 -0.77390 -5.95286 -0.92244  0.49
H28 -1.15296 -6.19003 1.96455  0.24
H29 0.44423 -5.32162 0.75541  -0.31
H30 0.75016 -4.62487 2.87607  0.30
H31 -2.33794 -2.26176 3.77091  0.36
H32 -0.99216 -3.17537 3.62482  0.42
H33 -1.08546 -1.33599 3.15486  -0.11
H34 -3.91160 -0.48571 0.90927  0.38
H35 -2.35684 -0.11862 1.62839  0.43
H36 -2.86939 -0.13713 -0.13064  0.72
C23 0.23948 5.26158 2.74076  -0.77
C24 -0.89456 4.83729 1.93306  -0.30
C25 -1.28926 5.95918 1.09930  -0.55
C26 -0.38992 7.06035 1.37658  -0.80
C27 0.54867 6.63200 2.39366  -0.67
Fe1 0.61840 5.40572 0.79779  -0.12
C28 2.23888 5.73562 -0.43801  -1.18
C29 2.47470 4.69149 0.51371  -0.54
C30 1.41871 3.73188 0.38835  0.43
C31 0.57183 4.08758 -0.76453  1.14
C32 -0.53839 3.33077 -1.21852  -0.89
C33 -1.10617 3.41630 -2.52629  0.59
C34 -2.46769 2.99034 -2.72644  -0.64
C35 -2.97816 2.86404 -4.02634  -0.40
C36 -2.17099 3.16189 -5.15162  -0.50
C37 -0.84018 3.62091 -4.96428  -0.52
C38 -0.31141 3.78160 -3.67283  -0.43
C39 1.04496 5.42339 -1.15178  -0.66
H37 0.65427 4.71203 3.56686  0.48
H38 -1.45713 3.93271 2.07402  0.54
H39 -2.19431 6.01324 0.51608  0.47
H40 -0.52404 8.07550 1.03747  0.48
H41 1.22817 7.27314 2.93140  0.49
H42 2.92445 6.54502 -0.67819  0.42
H43 3.36290 4.57060 1.12390  0.46
H44 1.37788 2.75997 0.84266  0.12
H45 -0.98495 2.64049 -0.49389  0.10
H46 -3.08971 2.74824 -1.84245  0.28
H47 -4.01847 2.51905 -4.17233  0.29
H48 -2.57353 3.03333 -6.18036  0.28
H49 -0.20907 3.85431 -5.83763  0.31
H50 0.74125 4.09646 -3.53081  0.34
H51 0.68874 5.89159 -2.05290  0.75